This record from OMol25 describes a molecular structure, C27H36AuIOS. The level of theory is wB97M-V/def2-TZVPD.

Cartesian coordinates (Å):
Au: 1.30266 0.09675 -0.52489
C: 0.81312 0.60977 1.70220
C: 2.13167 0.03563 1.56111
C: 1.94611 -1.41068 1.82782
C: 0.63914 -1.57615 2.24186
C: -0.06887 -0.35635 2.21663
C: -1.47253 -0.09579 2.66632
C: -2.30913 0.36702 1.46481
C: -1.45629 1.01898 3.72603
C: -2.10713 -1.35553 3.25900
C: 2.81807 -2.63780 1.63939
C: 1.98213 -3.70901 0.90846
C: 4.08532 -2.44235 0.80725
C: 3.20754 -3.19796 3.01910
C: 3.36107 0.90227 1.81186
C: 2.97742 2.37024 2.06657
C: 4.38722 0.94313 0.67023
C: 4.01821 0.36873 3.09527
H: 0.61602 1.66419 1.74967
H: 0.19139 -2.51182 2.51516
H: -1.88801 1.26481 1.01923
H: -3.32861 0.57788 1.78226
H: -2.33381 -0.40825 0.70236
H: -1.07937 1.94832 3.30702
H: -0.82507 0.74256 4.56819
H: -2.46536 1.19535 4.09075
H: -2.16317 -2.14216 2.50976
H: -3.11848 -1.13580 3.59435
H: -1.53359 -1.71945 4.10877
H: 1.55217 -3.30206 -0.00504
H: 1.17497 -4.08579 1.52941
H: 2.61543 -4.55163 0.63851
H: 3.84531 -2.06052 -0.18242
H: 4.57677 -3.40464 0.66956
H: 4.80027 -1.78720 1.29437
H: 2.33195 -3.31718 3.65165
H: 3.90638 -2.54133 3.52961
H: 3.68608 -4.16839 2.90185
H: 2.44699 2.79732 1.21620
H: 3.88975 2.94935 2.20170
H: 2.37523 2.48273 2.96519
H: 4.03615 1.59347 -0.13034
H: 4.59729 -0.03097 0.25145
H: 5.32779 1.35579 1.03548
H: 3.26412 0.21055 3.86473
H: 4.74601 1.08539 3.47220
H: 4.52904 -0.56988 2.91587
C: -5.59997 3.49036 -7.81162
C: -4.76967 2.65143 -6.89313
O: -3.58229 2.71216 -6.75575
S: -5.77108 1.51480 -5.93832
C: -4.55626 0.96012 -4.76082
C: -3.41165 0.30992 -5.19522
C: -2.40828 0.03772 -4.28664
C: -2.56566 0.39995 -2.94770
C: -3.76237 0.96880 -2.50940
C: -4.75732 1.25733 -3.42117
C: -1.47605 0.23908 -2.05628
C: -0.53092 0.18454 -1.30887
H: -5.05084 3.67240 -8.73075
H: -5.77667 4.44849 -7.32517
H: -6.55283 3.01600 -8.01423
H: -3.29578 0.04450 -6.23500
H: -1.49783 -0.44493 -4.60890
H: -3.89475 1.19923 -1.46334
H: -5.67309 1.73133 -3.10261
I: 2.90393 -0.45474 -2.56162

Values from the calculation:
frontier orbital gap (alpha / beta)	5.9 / 5.5	eV
LUMO energy (alpha / beta)	-2.21 / -2.51	eV
total energy	-53256.25855	eV

***

This record from OMol25 describes 2 unconnected molecules or ions with the total composition C3H10N2O3. The level of theory is wB97M-V/def2-TZVPD.

Cartesian coordinates (Å):
C: -0.82207 -0.78239 -0.46729
C: 0.74045 -0.65693 -0.96217
O: 0.70366 -0.16314 -2.33774
N: -1.26761 0.13435 0.51739
C: -0.75079 1.42048 0.77944
N: -0.33780 2.16505 -0.23811
O: -1.12141 1.79819 1.89112
H: -1.47798 -0.55544 -1.42979
H: -1.03647 -1.86911 -0.40869
H: 1.08565 0.16163 -0.26165
H: 1.18226 -1.63650 -0.73121
H: 0.64157 -0.97564 -2.89478
H: -1.77305 -0.31713 1.25376
H: -0.28230 1.73260 -1.17661
H: 0.14303 3.13876 -0.04449
H: 2.05599 -1.70364 2.15050
H: 1.00394 -0.66605 2.53874
O: 1.31295 -1.22508 1.82160

Values from the calculation:
SMILES	NC(=O)NCCO.O
frontier orbital gap	9.3	eV
LUMO energy	0.58	eV
total energy	-12394.84699	eV

***

This record from OMol25 describes a gas-phase ion, C2H6ClI2NP (charge +1). The level of theory is wB97M-V/def2-TZVPD.

Cartesian coordinates (Å):
C: -0.99849 -0.45422 -0.39188
C: 0.36125 1.48293 0.47181
N: 0.05851 0.53696 -0.63884
P: -0.11367 1.05292 -2.25826
Cl: 1.32276 2.25365 -2.71503
I: -2.37285 2.11682 -2.67919
I: 0.04793 -0.78056 -3.83166
H: -2.00242 -0.09938 -0.72657
H: -0.72634 -1.21110 -1.15313
H: -0.95409 -0.88951 0.68938
H: 1.07651 1.05072 1.24871
H: 0.84397 2.35953 0.07476
H: -0.57706 1.75207 1.05583

Values from the calculation:
SMILES	C[N+](C)=P(Cl)(I)I
frontier orbital gap	8.1	eV
LUMO energy	-5.92	eV
total charge	+1
total energy	-41667.68377	eV

***

Going through the records in order, we get relative energy (zero: lowest compared OMol25 entry of this formula, charge and spin) values of 3.28; 43.54; 0.00 kcal per mole.